# 1
An isolated molecule of C7H12N2S, computed with ωB97M-V with the def2-TZVPD basis set.

Last columns: bonded neighbours and bond lengths (Å).
Cartesian coordinates (Å):
1 C 1.441 -0.340 -0.017  C2 1.513, C4 1.293, H11 1.161
2 C 0.872 1.023 -0.344  C1 1.513, C5 1.342, H12 1.077
3 C -0.769 -1.306 -0.236  C4 1.503, N8 1.305, H13 1.032
4 C 0.714 -1.410 -0.013  C1 1.293, C3 1.503, C6 1.491
5 C 0.266 1.823 0.547  C2 1.342, C7 1.503, S10 1.794
6 C 1.313 -2.766 0.142  C4 1.491, H14 1.086, H15 1.065, H16 1.038
7 C -0.076 3.277 0.381  C5 1.503, H17 1.201, H18 1.049, H19 1.061
8 N -1.295 -0.374 -0.982  C3 1.305, N9 1.327
9 N -2.521 -0.490 -1.478  N8 1.327, H20 1.124, H21 1.016
10 S -0.324 1.247 2.140  C5 1.794, H22 1.395
11 H 2.597 -0.411 0.063  C1 1.161
12 H 1.029 1.287 -1.376  C2 1.077
13 H -1.317 -2.154 -0.025  C3 1.032
14 H 1.300 -3.293 -0.808  C6 1.086
15 H 0.690 -3.279 0.838  C6 1.065
16 H 2.299 -2.687 0.460  C6 1.038
17 H -1.252 3.303 0.623  C7 1.201
18 H 0.222 3.767 -0.497  C7 1.049
19 H 0.514 3.731 1.137  C7 1.061
20 H -3.078 -1.358 -1.031  N9 1.124
21 H -3.109 0.299 -1.730  N9 1.016
22 H 0.482 0.110 2.206  S10 1.395

The charge is 0. Its frontier orbital gap is 8.7 eV. Its SMILES is C/C(S)=C/C=C(C)\C=N\N.


# 2
An isolated molecule of C4H5N3, computed with ωB97M-V with the def2-TZVPD basis set.

Last columns: bonded neighbours and bond lengths (Å).
Cartesian coordinates (Å):
1 C 0.465 -0.055 -0.173  C2 1.436, N11 1.347, N12 1.418
2 C -0.219 1.203 -0.267  C1 1.436, C3 1.412, H6 1.038
3 C -1.547 0.830 0.036  C2 1.412, C4 1.446, H7 1.108
4 C -1.714 -0.604 0.120  C3 1.446, H8 1.011, N12 1.408
5 H 3.642 -0.320 0.093  N10 1.015
6 H 0.382 2.050 -0.302  C2 1.038
7 H -2.403 1.498 0.261  C3 1.108
8 H -2.479 -1.206 0.392  C4 1.011
9 H -0.259 -2.079 0.057  N12 0.998
10 N 2.839 0.277 0.261  H5 1.015, N11 1.420
11 N 1.746 -0.459 -0.269  C1 1.347, N10 1.420
12 N -0.453 -1.136 -0.208  C1 1.418, C4 1.408, H9 0.998

The charge is 0. Its frontier orbital gap is 7.6 eV. Its SMILES is [H]/N=N/c1ccc[nH]1.


Please write out number 2 again, unchanged.
An isolated molecule of C4H5N3, computed with ωB97M-V with the def2-TZVPD basis set.

Last columns: bonded neighbours and bond lengths (Å).
Cartesian coordinates (Å):
1 C 0.465 -0.055 -0.173  C2 1.436, N11 1.347, N12 1.418
2 C -0.219 1.203 -0.267  C1 1.436, C3 1.412, H6 1.038
3 C -1.547 0.830 0.036  C2 1.412, C4 1.446, H7 1.108
4 C -1.714 -0.604 0.120  C3 1.446, H8 1.011, N12 1.408
5 H 3.642 -0.320 0.093  N10 1.015
6 H 0.382 2.050 -0.302  C2 1.038
7 H -2.403 1.498 0.261  C3 1.108
8 H -2.479 -1.206 0.392  C4 1.011
9 H -0.259 -2.079 0.057  N12 0.998
10 N 2.839 0.277 0.261  H5 1.015, N11 1.420
11 N 1.746 -0.459 -0.269  C1 1.347, N10 1.420
12 N -0.453 -1.136 -0.208  C1 1.418, C4 1.408, H9 0.998

The charge is 0. Its frontier orbital gap is 7.6 eV. Its SMILES is [H]/N=N/c1ccc[nH]1.


Repeat the second record exactly.
An isolated molecule of C4H5N3, computed with ωB97M-V with the def2-TZVPD basis set.

Last columns: bonded neighbours and bond lengths (Å).
Cartesian coordinates (Å):
1 C 0.465 -0.055 -0.173  C2 1.436, N11 1.347, N12 1.418
2 C -0.219 1.203 -0.267  C1 1.436, C3 1.412, H6 1.038
3 C -1.547 0.830 0.036  C2 1.412, C4 1.446, H7 1.108
4 C -1.714 -0.604 0.120  C3 1.446, H8 1.011, N12 1.408
5 H 3.642 -0.320 0.093  N10 1.015
6 H 0.382 2.050 -0.302  C2 1.038
7 H -2.403 1.498 0.261  C3 1.108
8 H -2.479 -1.206 0.392  C4 1.011
9 H -0.259 -2.079 0.057  N12 0.998
10 N 2.839 0.277 0.261  H5 1.015, N11 1.420
11 N 1.746 -0.459 -0.269  C1 1.347, N10 1.420
12 N -0.453 -1.136 -0.208  C1 1.418, C4 1.408, H9 0.998

The charge is 0. Its frontier orbital gap is 7.6 eV. Its SMILES is [H]/N=N/c1ccc[nH]1.


Q: Which value of charge does entry 1 give?
A: 0


Q: The lowest frontier orbital gap belongs to which entry?
A: C4H5N3